118
Properties=species:S:1:pos:R:3:forces:R:3:mulliken_charge:R:1 method="wB97M-V/def2-TZVPD" orbital_gap_ev=5.2089 e_lumo_ev=-5.8 homo_energy_ha=-0.4033 total_charge=+2
La 3.3222 -0.3630 0.8156 0.83 1.09 -1.84 1.54
As -5.4119 -1.6652 -7.3567 0.53 0.08 0.10 0.36
As -2.1185 1.8754 -3.3057 0.16 0.65 -0.68 0.36
As -1.5142 -1.4939 -3.2811 -0.35 0.38 -0.47 0.46
Cl 5.1774 1.9404 6.3722 0.00 -0.35 0.05 -0.07
S 3.4465 -3.3450 0.7417 -0.40 -0.15 2.02 1.09
F 1.8977 -2.8211 -1.3309 0.73 -1.53 1.08 -0.21
F 3.1667 -4.6170 -1.5775 -0.46 0.58 0.89 -0.17
F 1.3755 -4.7546 -0.2984 1.93 1.59 -0.42 -0.18
O 4.4240 -2.3717 0.1388 -0.66 -1.30 0.05 -0.69
O 0.7240 1.2154 6.1778 0.48 -0.09 -0.65 -0.44
O 3.9869 -4.4800 1.4318 -0.66 1.27 -0.94 -0.47
O 0.3472 0.3319 3.8864 1.81 0.24 -2.24 -1.02
O 2.6306 1.0153 7.3796 -1.57 0.90 -1.63 -0.58
O 2.4613 -2.4547 1.5419 1.43 -1.96 -1.52 -0.55
O 1.2978 0.2584 1.8080 0.00 0.58 2.69 -0.54
N 3.0042 2.1359 -0.1683 0.30 -0.73 -0.07 -0.42
N -5.5817 -1.0858 4.8972 -0.08 -1.09 -0.80 -0.55
N 4.8724 0.8391 3.9571 -1.74 -0.21 -0.06 0.19
N 4.4409 0.2104 -1.8692 -0.17 0.50 0.81 0.18
N 3.8628 0.5297 3.0586 0.07 0.60 1.66 -0.43
N -2.3597 -0.2834 4.3852 0.31 1.56 0.58 -0.02
N -3.2680 -1.9036 6.3109 0.38 -0.82 0.26 -0.65
C -1.9970 0.2089 -6.2568 -0.48 -0.99 0.00 -1.96
C 5.3053 -0.3658 -4.0439 1.23 -0.65 0.71 -0.85
C -3.4657 -0.7713 7.2339 0.66 1.85 -1.78 0.07
C 7.2055 0.3535 4.6023 -2.05 0.29 1.12 -0.07
C 4.1572 3.1248 -4.1368 1.07 -0.37 -1.11 -0.82
C -3.2286 2.8274 -1.9461 0.54 -1.65 0.74 -1.04
C 2.9335 1.0274 5.0947 -0.85 -0.52 -0.77 -0.16
C 5.0853 0.8906 -4.5100 -0.18 -0.45 -0.37 -0.54
C 6.7031 0.7907 2.2730 -0.65 -0.16 -0.66 0.00
C -3.3116 -0.0227 -5.4610 0.92 -0.19 0.48 2.80
C -2.5299 0.4932 6.7713 -0.78 -1.66 0.63 -1.00
C 6.2553 0.7851 3.5888 1.75 -1.93 1.58 0.81
C -2.8537 0.8749 5.3228 0.46 -1.17 -0.38 -0.13
C -1.4111 -3.4555 -3.0844 0.57 -0.44 -0.56 -0.95
C 8.0325 0.4703 2.0052 0.42 -0.16 0.46 -0.98
C -3.6155 1.1565 -4.5608 0.63 2.61 0.51 -1.88
C 2.6899 0.6626 3.7511 0.87 0.23 0.49 0.42
C 8.9745 0.1740 3.0123 0.00 0.14 -1.24 -0.51
C 2.0416 1.1645 6.3102 1.25 -1.60 1.94 0.20
C 8.5423 0.1126 4.3064 -0.38 0.58 1.37 -0.75
C 3.4343 2.4074 -1.5557 -0.23 0.66 1.59 0.48
C -3.1051 -1.2784 -4.5707 1.16 -1.06 -0.77 -1.73
C 4.0712 1.4654 -2.3575 0.80 -2.15 -1.03 -0.50
C 4.4074 1.8110 -3.7001 -0.25 0.71 1.23 1.00
C -2.4091 -1.1981 -1.5463 -0.07 0.13 -0.53 -1.23
C 5.0958 -0.6342 -2.6485 -0.14 0.00 -0.18 -0.24
C 4.3096 1.0947 5.1852 1.05 1.53 -0.96 0.38
C 1.3549 0.4192 3.1054 -1.86 -0.74 -0.48 0.88
C -4.5416 -0.1340 -6.3912 -1.47 -0.10 0.27 -1.99
C -3.9089 -2.4870 -8.3678 -0.37 0.00 0.31 -1.09
C 3.6502 4.0559 -3.3119 -1.25 1.79 0.72 -0.95
C -4.9035 -0.2693 7.1488 -0.04 -1.23 1.06 -1.08
C 2.4205 -3.9581 -0.6944 -1.70 -0.07 -1.15 0.58
C -5.6863 -3.0869 -6.0054 -0.34 0.35 0.25 -1.04
C -5.2764 0.0697 5.7357 -3.41 1.96 -0.31 0.17
C -1.3851 3.5477 -4.2914 -0.13 -1.05 -0.27 -1.13
C 3.2531 3.6668 -2.0073 -0.33 1.00 -0.79 -0.23
C -4.3612 1.1378 5.1183 1.00 -0.57 0.24 -1.43
H -6.2697 0.6280 5.8553 1.12 -0.39 -0.17 0.25
H -4.5215 2.0254 5.7473 -0.23 0.09 -0.70 0.45
H 0.4816 0.8426 5.2416 0.44 0.67 0.94 0.48
H -4.7459 -3.5008 -5.6576 0.04 -0.20 0.01 0.24
H -1.4190 0.0087 4.0314 -0.52 -0.87 0.31 0.23
H 10.0375 -0.0409 2.8207 -0.73 0.19 -0.32 0.38
H 5.4497 1.1875 -5.4979 -0.38 -0.11 0.26 0.41
H -2.6540 3.6652 -1.5274 -0.47 -0.03 -0.36 0.35
H -2.2524 1.7223 5.0014 -0.18 0.25 0.08 0.56
H -2.4255 -1.1638 4.9950 0.01 0.04 -0.20 0.53
H -3.9799 -1.5130 -4.0311 -1.23 0.03 0.93 0.80
H -1.9855 1.0222 -6.9718 -0.56 0.21 -0.23 0.44
H -0.4326 -3.7020 -2.5816 -1.16 0.31 -0.16 0.05
H -1.9021 -0.3988 -1.0748 0.37 1.30 0.38 0.29
H -4.4947 1.0162 -3.9182 0.21 -0.19 -0.11 0.57
H -3.4750 -0.9757 -1.5801 0.01 -0.19 -0.10 0.36
H -4.4206 -3.2990 -8.9088 0.51 0.40 -0.24 0.39
H 6.8326 0.1765 5.6914 0.82 0.44 -2.29 0.25
H -1.1749 0.4352 -5.5797 0.15 -0.38 0.16 0.38
H -3.4139 -1.7410 -9.0170 -0.48 -0.52 0.11 0.32
H -4.5749 1.3050 4.0358 -0.06 0.19 0.84 0.38
H 2.7321 4.3786 -1.3688 0.25 -0.01 -0.11 0.46
H -1.3071 -3.9049 -4.0921 -0.28 0.14 0.48 0.37
H 4.5154 3.3377 -5.1412 -0.32 0.31 0.08 0.42
H 8.3141 0.4175 0.9767 0.32 0.10 -0.47 0.44
H -2.1851 -2.0173 -0.9027 -0.21 -1.03 0.33 0.51
H -2.9530 1.2901 7.3554 0.35 0.67 0.47 0.50
H 6.0166 0.9402 1.3895 0.75 0.17 1.06 0.23
H -2.2847 -3.8697 -2.5588 0.46 -0.02 -0.18 0.38
H -6.5097 -1.5121 5.0705 0.88 0.52 0.33 0.27
H -5.4732 0.2365 -5.8418 1.23 -0.24 -0.59 0.44
H -1.4444 0.3622 7.0349 -1.08 0.11 -0.55 0.24
H -3.2842 2.0479 -1.1315 -0.12 0.83 -0.62 0.23
H 3.2446 2.8692 0.5090 0.30 -0.11 -0.67 0.34
H -5.5818 -1.0710 7.5608 0.48 0.79 -0.50 0.32
H -1.8190 -0.7450 -6.7987 0.32 0.65 0.20 0.36
H 3.4441 5.1219 -3.6099 0.44 -1.37 0.15 0.35
H -2.9986 -2.1823 -5.2030 0.19 0.51 -0.07 0.22
H -2.2300 4.1805 -4.5988 0.38 -0.15 -0.06 0.35
H -6.2928 -3.8528 -6.5068 0.23 0.10 0.23 0.40
H -3.2535 -1.0163 8.2456 0.49 -0.32 0.78 0.58
H 9.2545 -0.0381 5.1361 -0.56 -0.26 -0.57 0.37
H -5.6105 -0.8805 3.9000 0.12 0.29 0.27 0.20
H -4.1144 -2.0350 5.7040 0.77 -0.44 0.99 0.37
H -2.9178 -2.7437 6.8157 -0.74 0.81 -0.86 0.22
H -4.4134 0.5300 -7.2539 0.04 0.24 0.29 0.51
H -4.2481 3.0292 -2.2593 0.08 0.48 -0.08 0.37
H -0.7421 4.1095 -3.5878 -0.34 -0.37 -0.27 0.36
H 5.8396 -1.0854 -4.6741 -0.28 0.17 0.44 0.37
H -2.9827 -0.3188 3.5935 -0.19 -0.36 -0.30 0.43
H -5.0414 0.6152 7.7955 0.08 -0.33 -0.29 0.37
H 1.9967 2.1362 -0.1467 -0.60 0.01 -0.12 0.39
H -0.7623 3.2242 -5.1807 -0.82 0.40 1.00 0.32
H 5.5462 -1.5278 -2.1344 -0.83 0.76 -0.81 0.43
H -3.8133 2.0880 -5.1557 -0.09 -0.86 0.23 0.52
H -6.2570 -2.7152 -5.1250 0.32 -0.13 -0.67 0.30
H -3.1599 -2.9422 -7.7217 0.04 0.03 0.11 0.28